[1]
{
  "formula": "C41H49BrN6O4PtSTe",
  "method": "ωB97M-V/def2-TZVPD",
  "s_squared": 0.754,
  "total_energy_ha": -5580.5337,
  "multiplicity": 2,
  "homo_energy_ev": [-8.388, -9.154],
  "de_lowest_kcal_mol": 29.16,
  "total_charge": 1,
  "orbital_gap_ha": [0.235, 0.263],
  "fmax_ev_per_a": 1.41,
  "elements": ["Pt", "N", "C", "C", "C", "C", "N", "C", "N", "N", "C", "O", "O", "H", "H", "H", "H", "H", "H", "H", "H", "H", "H", "H", "H", "H", "H", "Br", "C", "C", "C", "C", "N", "C", "H", "H", "H", "H", "C", "S", "O", "C", "C", "C", "C", "C", "C", "H", "H", "H", "H", "H", "H", "H", "H", "C", "C", "C", "C", "C", "C", "Te", "N", "C", "O", "C", "C", "C", "C", "C", "C", "C", "C", "C", "C", "C", "C", "C", "C", "C", "C", "H", "H", "H", "H", "H", "H", "H", "H", "H", "H", "H", "H", "H", "H", "H", "H", "H", "H", "H", "H", "H", "H", "H"],
  "coordinates": [[0.41, -0.15, -0.31], [0.74, -0.57, 1.86], [1.91, -1.38, 2.19], [2.82, -0.57, 3.12], [4.08, -1.24, 3.66], [3.85, -2.56, 4.41], [3.65, -3.61, 3.43], [3.23, -4.82, 3.68], [2.90, -5.61, 2.64], [3.09, -5.28, 4.93], [2.67, -1.84, 0.91], [3.47, -2.82, 1.05], [2.47, -1.24, -0.15], [0.69, 0.29, 2.40], [-0.13, -1.10, 1.99], [1.57, -2.29, 2.69], [2.21, -0.24, 3.97], [3.13, 0.33, 2.58], [4.59, -0.55, 4.33], [4.78, -1.44, 2.84], [2.97, -2.48, 5.07], [4.72, -2.77, 5.04], [3.62, -3.28, 2.38], [2.97, -5.23, 1.71], [2.65, -6.57, 2.76], [3.39, -4.73, 5.71], [2.83, -6.24, 5.11], [-1.73, -0.43, -5.70], [-0.20, -0.28, -4.60], [1.04, -0.02, -5.14], [2.12, 0.07, -4.28], [1.91, -0.11, -2.92], [0.70, -0.35, -2.41], [-0.34, -0.44, -3.24], [1.17, 0.12, -6.21], [3.12, 0.26, -4.64], [2.72, -0.09, -2.20], [-1.30, -0.63, -2.79], [-2.74, -3.77, -0.30], [-1.92, -2.23, 0.13], [-1.56, -2.37, 1.58], [-3.38, -1.20, 0.06], [-3.96, -0.90, -1.16], [-5.06, -0.06, -1.21], [-5.57, 0.48, -0.04], [-4.99, 0.18, 1.18], [-3.88, -0.66, 1.23], [-3.59, -3.93, 0.35], [-2.00, -4.56, -0.18], [-3.06, -3.73, -1.35], [-3.56, -1.32, -2.08], [-5.52, 0.18, -2.17], [-6.43, 1.14, -0.08], [-5.38, 0.61, 2.10], [-3.41, -0.91, 2.17], [-6.61, 1.12, 5.36], [-5.39, 1.64, 4.66], [-4.20, 0.94, 4.65], [-3.05, 1.41, 4.03], [-1.83, 0.52, 4.14], [-3.14, 2.65, 3.36], [-1.24, 2.99, 2.37], [-1.29, 1.64, 0.97], [-1.72, 1.93, -0.27], [-1.45, 1.15, -1.19], [-2.49, 3.17, -0.64], [-3.69, 3.51, -0.05], [-4.38, 4.64, -0.48], [-3.85, 5.44, -1.47], [-2.64, 5.11, -2.06], [-1.97, 3.97, -1.66], [-0.45, 4.64, 1.22], [0.65, 4.04, 0.61], [1.53, 4.82, -0.12], [1.33, 6.18, -0.21], [0.22, 6.76, 0.39], [-0.71, 6.01, 1.11], [-1.91, 6.71, 1.67], [-4.30, 3.41, 3.40], [-4.41, 4.80, 2.85], [-5.42, 2.88, 4.04], [-6.50, 0.06, 5.60], [-7.50, 1.24, 4.75], [-6.77, 1.65, 6.30], [-4.15, -0.02, 5.16], [-1.93, -0.11, 5.02], [-0.90, 1.08, 4.25], [-1.73, -0.13, 3.27], [-4.11, 2.87, 0.72], [-5.34, 4.89, -0.04], [-4.38, 6.33, -1.79], [-2.23, 5.73, -2.85], [-1.03, 3.68, -2.13], [0.81, 2.97, 0.68], [2.38, 4.35, -0.60], [2.02, 6.80, -0.77], [0.06, 7.82, 0.31], [-1.90, 7.76, 1.38], [-1.96, 6.66, 2.76], [-2.82, 6.27, 1.25], [-3.57, 5.04, 2.21], [-4.44, 5.53, 3.66], [-5.33, 4.92, 2.27], [-6.33, 3.47, 4.05]]
}

***

[2]
{
  "formula": "C3H12N6",
  "method": "ωB97M-V/def2-TZVPD",
  "smiles": "[H]/N=C1/[C@H]([NH3+])N(N)CN1[NH3+]",
  "total_energy_ha": -449.2918,
  "multiplicity": 1,
  "homo_energy_ev": -17.307,
  "de_lowest_kcal_mol": 74.14,
  "total_charge": 2,
  "orbital_gap_ha": 0.369,
  "fmax_ev_per_a": 3.51,
  "elements": ["C", "C", "C", "N", "N", "N", "N", "N", "N", "H", "H", "H", "H", "H", "H", "H", "H", "H", "H", "H", "H"],
  "coordinates": [[0.90, 0.70, -0.33], [-0.74, -0.86, -0.69], [-0.15, 0.66, 0.89], [1.93, 1.39, -0.23], [0.45, -0.24, -1.22], [-0.65, -0.67, 0.71], [0.34, 1.00, 2.24], [0.82, -0.51, -2.60], [-1.76, -0.97, 1.49], [-1.63, -0.34, -1.05], [-0.80, -1.92, -0.90], [-0.90, 1.50, 0.70], [2.57, 1.53, -1.03], [-0.35, 0.52, 2.76], [0.41, 2.04, 2.63], [1.85, -0.47, -2.78], [0.45, 0.20, -3.25], [0.51, -1.51, -2.67], [-2.58, -0.45, 1.30], [1.13, 0.41, 2.58], [-1.82, -2.02, 1.44]]
}

***

[3]
{
  "formula": "C19H43N2OP3SeTb",
  "method": "ωB97M-V/def2-TZVPD",
  "s_squared": 12.727,
  "total_energy_ha": -5183.4930,
  "multiplicity": 7,
  "homo_energy_ev": [-16.794, -16.802],
  "de_lowest_kcal_mol": 18.40,
  "total_charge": 3,
  "orbital_gap_ha": [0.172, 0.179],
  "fmax_ev_per_a": 7.21,
  "elements": ["Tb", "P", "P", "P", "H", "C", "C", "H", "C", "C", "C", "C", "C", "C", "C", "C", "C", "H", "H", "H", "H", "H", "H", "H", "H", "H", "H", "H", "H", "H", "H", "H", "H", "H", "H", "H", "H", "H", "H", "H", "H", "H", "H", "H", "H", "H", "C", "C", "C", "C", "C", "C", "Se", "H", "H", "H", "H", "H", "H", "C", "N", "C", "N", "O", "H", "H", "H", "H", "H", "H"],
  "coordinates": [[-0.60, 0.21, -0.13], [-1.60, -2.40, 1.01], [1.72, -0.43, 2.13], [1.48, -1.34, -1.52], [-3.02, 1.53, -1.69], [-2.16, 0.81, -1.82], [-2.32, -0.53, -1.38], [-3.25, -0.89, -0.91], [-2.91, -2.00, 2.23], [-0.76, -3.77, 1.89], [-2.54, -3.41, -0.21], [3.03, 0.83, 2.40], [0.86, -0.29, 3.74], [2.74, -1.92, 2.52], [1.12, -1.28, -3.33], [1.73, -3.12, -1.18], [3.20, -0.67, -1.48], [-1.76, 1.07, -2.81], [-1.67, -1.35, -1.79], [-3.59, -1.23, 1.83], [-2.47, -1.62, 3.16], [-3.49, -2.90, 2.47], [-0.35, -3.44, 2.85], [0.07, -4.17, 1.28], [-1.46, -4.59, 2.08], [-3.17, -2.81, -0.89], [-3.20, -4.14, 0.29], [-1.83, -3.97, -0.84], [3.57, 0.62, 3.34], [2.58, 1.83, 2.46], [3.74, 0.83, 1.57], [1.60, -0.03, 4.52], [0.37, -1.23, 4.01], [0.10, 0.50, 3.70], [3.29, -1.76, 3.46], [3.47, -2.12, 1.72], [2.10, -2.81, 2.63], [1.92, -1.77, -3.91], [1.05, -0.22, -3.65], [0.16, -1.78, -3.52], [2.31, -3.61, -1.98], [0.75, -3.62, -1.10], [2.27, -3.25, -0.22], [3.78, -1.05, -2.34], [3.70, -0.96, -0.54], [3.15, 0.43, -1.55], [0.94, 3.31, -2.51], [-0.12, 3.07, -3.39], [0.13, 2.80, -4.74], [1.44, 2.90, -5.24], [2.49, 3.09, -4.33], [2.26, 3.20, -2.96], [0.66, 3.61, -0.63], [0.43, 5.05, -0.91], [-1.14, 3.08, -3.00], [-0.69, 2.54, -5.39], [1.64, 2.83, -6.30], [3.50, 3.18, -4.70], [3.07, 3.25, -2.23], [-1.75, 3.03, 3.83], [-2.80, 2.47, 2.99], [-2.56, 1.86, 1.83], [-3.62, 1.53, 1.04], [-1.37, 1.52, 1.46], [-0.81, 2.58, 3.50], [-1.95, 2.77, 4.88], [-1.71, 4.13, 3.71], [-3.77, 2.75, 3.16], [-3.45, 1.46, 0.04], [-4.53, 1.85, 1.36]]
}